A cluster of 2 separate species, CH6N4O3S in total, computed with ωB97M-V with the def2-TZVPD basis set.

Structure (XYZ):
```
15
Properties=species:S:1:pos:R:3
C 0.82 1.03 1.75
N 1.08 1.94 0.93
N 0.99 1.00 3.12
N -0.94 -1.34 -0.32
N -1.92 -0.75 -0.78
O 1.60 -0.90 -0.79
O 0.37 -0.19 1.36
O -1.32 -1.17 -3.80
S 0.45 -0.11 -0.43
H 1.58 2.76 1.14
H -1.28 -2.07 -4.13
H 1.33 1.74 3.66
H 0.87 0.26 3.77
H -2.65 -1.49 -0.91
H -0.99 -0.70 -4.55
```

Properties
Energy above the lowest of the compared OMol25 structures with the same formula, charge and spin, eV: 1.726
Gap between HOMO and LUMO, eV: 9.479
Charge: 0
Highest occupied orbital energy, eV: -8.8